# 1
ORCA calculation (wB97M-V/def2-TZVPD) on a cluster of 10 separate species, C34H47Cl6F21O14 in total.

```
122
Properties=species:S:1:pos:R:3:mulliken_charge:R:1
C -3.111 1.563 -2.238 0.197
C -3.939 1.550 -3.514 -1.110
O -4.105 0.219 -3.925 0.019
C -3.638 -0.218 -5.078 0.579
O -2.837 0.333 -5.765 -0.637
C -4.150 -1.666 -5.342 0.698
F -4.609 -1.718 -6.592 -0.289
F -3.148 -2.525 -5.199 -0.206
F -5.130 -2.008 -4.529 -0.247
H -3.636 1.173 -1.364 0.160
H -2.851 2.584 -1.956 0.648
H -2.212 0.955 -2.361 -0.420
H -3.422 2.189 -4.234 0.520
H -4.910 2.015 -3.332 0.230
C -3.537 0.735 2.202 -0.287
C -2.698 1.562 3.165 -0.004
O -3.175 1.485 4.519 -0.335
C -2.914 0.372 5.183 0.364
O -2.474 -0.620 4.691 -0.446
C -3.182 0.425 6.692 0.755
F -4.006 -0.583 7.011 -0.266
F -2.061 0.222 7.363 -0.220
F -3.776 1.541 7.078 -0.256
H -3.137 0.935 1.202 -0.256
H -4.573 1.066 2.242 0.486
H -3.386 -0.338 2.283 0.183
H -2.702 2.617 2.905 0.401
H -1.657 1.226 3.178 -0.073
C 1.803 0.868 5.533 -1.298
C 1.760 -0.047 4.336 0.614
O 1.069 -1.227 4.698 -0.229
C 1.291 -2.349 4.061 0.446
O 1.983 -2.523 3.106 -0.541
C 0.446 -3.551 4.555 0.773
F -0.059 -3.406 5.771 -0.245
F -0.520 -3.789 3.677 -0.178
F 1.260 -4.616 4.599 -0.275
H 2.570 0.495 6.224 0.246
H 0.884 0.893 6.114 0.356
H 2.169 1.871 5.319 0.392
H 2.781 -0.198 3.985 -0.167
H 1.241 0.488 3.534 0.022
C 5.356 -0.163 5.775 -0.481
C 6.030 1.190 5.707 -0.247
O 6.463 1.503 4.379 -0.301
C 5.556 1.931 3.519 0.430
O 4.460 2.295 3.830 -0.508
C 6.103 2.087 2.094 0.815
F 5.312 1.488 1.222 -0.192
F 6.205 3.370 1.759 -0.263
F 7.326 1.559 2.016 -0.275
H 5.071 -0.410 6.798 0.408
H 6.056 -0.937 5.454 0.348
H 4.485 -0.238 5.124 -0.314
H 6.972 1.112 6.249 0.272
H 5.433 1.986 6.149 0.323
C -1.600 -2.394 0.425 0.330
C -2.895 -3.176 0.477 -1.050
O -4.061 -2.355 0.357 -0.249
C -4.470 -2.107 -0.879 0.326
O -3.829 -2.269 -1.869 -0.427
C -5.882 -1.475 -0.968 0.778
F -6.644 -2.189 -1.767 -0.249
F -6.434 -1.323 0.240 -0.260
F -5.768 -0.234 -1.464 -0.211
H -1.465 -1.777 1.311 0.328
H -1.501 -1.773 -0.469 -0.220
H -0.726 -3.036 0.291 0.127
H -3.005 -3.659 1.449 0.301
H -2.917 -4.033 -0.199 0.400
C -0.189 -1.425 -6.899 -1.299
C 0.153 -1.259 -5.430 0.449
O 0.143 -2.535 -4.776 -0.337
C -0.326 -2.568 -3.543 0.405
O -0.847 -1.659 -2.965 -0.236
C 0.001 -3.888 -2.816 0.547
F 0.861 -4.628 -3.511 -0.281
F 0.576 -3.634 -1.638 -0.127
F -1.125 -4.561 -2.588 -0.240
H -1.085 -2.051 -6.906 0.276
H 0.623 -1.911 -7.435 0.368
H -0.518 -0.491 -7.349 0.344
H -0.587 -0.617 -4.955 -0.345
H 1.120 -0.775 -5.282 0.390
C 0.063 2.877 -3.259 -0.894
C -0.771 2.977 -4.533 0.550
O -1.391 4.236 -4.733 -0.438
C -2.440 4.573 -3.994 0.357
O -2.843 3.900 -3.099 -0.546
C -3.172 5.830 -4.473 0.710
F -4.482 5.552 -4.511 -0.238
F -2.951 6.844 -3.646 -0.247
F -2.819 6.174 -5.715 -0.251
H -0.546 2.550 -2.414 0.129
H 0.639 3.767 -3.006 0.358
H 0.812 2.080 -3.309 0.347
H -1.393 2.082 -4.599 -0.419
H -0.139 2.887 -5.417 0.479
Cl 3.835 2.260 -2.286 -0.208
C 3.337 3.399 -1.014 -0.059
C 4.060 4.722 -1.107 -0.556
Cl 3.522 5.777 0.218 -0.200
H 3.544 2.906 -0.067 0.118
H 2.267 3.612 -1.023 0.231
H 3.996 5.180 -2.092 0.408
H 5.128 4.563 -0.948 0.311
Cl -0.352 0.908 0.473 -0.183
C 0.831 0.246 -0.722 1.363
C 1.660 -0.856 -0.091 -0.095
Cl 2.900 -0.107 0.967 0.028
H 1.411 1.116 -1.020 -0.504
H 0.170 -0.042 -1.537 -0.759
H 2.212 -1.430 -0.833 0.377
H 1.001 -1.491 0.492 -0.194
Cl 5.500 -5.205 1.794 -0.205
C 3.809 -5.355 1.302 -0.255
C 3.394 -4.185 0.421 0.284
Cl 4.424 -4.038 -1.036 -0.210
H 3.159 -5.378 2.179 0.133
H 3.678 -6.340 0.857 0.365
H 3.469 -3.212 0.899 -0.101
H 2.347 -4.348 0.162 0.059
```

The calculation puts the total energy at -196889.5586 eV. Its net charge is 0. The highest occupied orbital energy comes out at -10.6 eV. The calculation puts the energy relative to the best compared isomer or geometry (same formula, charge and spin) at 0.0 kJ/mol. The HOMO-LUMO gap comes out at 10.89 eV. As for the structure (SMILES): CCOC(=O)C(F)(F)F.CCOC(=O)C(F)(F)F.CCOC(=O)C(F)(F)F.CCOC(=O)C(F)(F)F.CCOC(=O)C(F)(F)F.CCOC(=O)C(F)(F)F.CCOC(=O)C(F)(F)F.ClCCCl.ClCCCl.ClCCCl.

# 2
ORCA calculation (wB97M-V/def2-TZVPD) on a cluster of 2 separate species, C34H47F4N2O9PS in total.

```
98
Properties=species:S:1:pos:R:3:mulliken_charge:R:1
C 1.705 -3.541 -1.448 -0.599
C 1.485 -5.030 -0.831 -0.373
O 1.149 -5.027 0.575 -0.283
C -0.266 -4.810 0.797 -1.401
C -0.666 -3.242 0.874 1.144
C 0.221 -2.180 1.630 0.410
C 1.570 -2.579 2.381 0.914
C 1.428 -3.787 3.439 -1.085
C 2.782 -4.674 3.320 -0.472
C 4.079 -3.773 3.744 -0.596
C 4.900 -3.238 2.435 -0.427
N 4.670 -1.760 2.267 -0.452
C -0.166 -0.653 1.650 -0.360
C 0.700 0.471 2.378 -0.347
C 0.341 0.586 3.965 -0.320
C 1.322 1.625 4.729 -0.681
C 0.803 3.126 4.413 -0.006
N 1.916 4.107 4.218 -0.729
C -1.465 -0.191 0.894 0.041
C -2.340 -1.275 0.150 0.756
C -1.966 -2.797 0.127 -0.024
C -2.959 -3.760 -0.667 -1.233
C -2.987 -3.517 -2.259 -0.466
C -1.508 -3.712 -2.903 0.382
F -1.042 -2.422 -3.341 -0.314
C -3.633 -0.683 -0.618 -0.307
O -4.763 -1.221 -0.610 -0.498
C -3.376 0.721 -1.380 0.300
C -3.911 1.039 -2.795 -0.902
C -3.629 2.387 -3.550 -0.110
S -4.317 2.536 -5.254 1.238
O -3.162 2.626 -6.232 -0.576
O -5.030 1.230 -5.578 -0.657
C -5.401 4.031 -5.530 0.731
F -6.400 3.627 -6.476 -0.219
F -4.635 5.014 -6.180 -0.164
F -6.098 4.481 -4.394 -0.196
C -2.793 3.450 -2.788 0.264
P -2.408 5.125 -3.550 0.930
O -1.431 5.854 -2.581 -0.749
O -1.593 4.952 -5.029 -0.458
O -3.802 6.082 -3.623 -0.523
C -2.218 3.191 -1.350 -0.625
C -2.498 1.819 -0.661 0.256
C -1.937 1.368 0.808 0.091
O -1.892 2.161 1.782 -0.544
H 2.529 -3.035 -0.834 0.116
H 2.015 -3.621 -2.560 0.399
H 0.747 -2.912 -1.444 0.059
H 0.788 -5.680 -1.473 0.302
H 2.525 -5.534 -0.908 0.289
H -0.653 -5.314 1.759 0.377
H -0.812 -5.350 -0.067 0.313
H 2.307 -2.937 1.563 -0.875
H 2.094 -1.720 2.915 0.387
H 1.459 -3.300 4.489 0.486
H 0.474 -4.400 3.333 0.318
H 2.664 -5.609 3.969 0.372
H 2.994 -5.024 2.249 0.130
H 4.817 -4.426 4.322 0.322
H 3.703 -2.858 4.311 0.324
H 6.022 -3.400 2.568 0.375
H 4.577 -3.790 1.482 0.114
H 5.539 -1.241 2.469 0.235
H 4.314 -1.526 1.332 0.156
H 1.835 0.246 2.354 0.376
H 0.567 1.518 1.944 -0.165
H -0.721 1.037 4.062 0.273
H 0.384 -0.451 4.471 0.213
H 2.420 1.460 4.416 0.372
H 1.286 1.509 5.872 0.287
H 0.183 3.482 5.325 0.302
H 0.095 3.161 3.496 -0.043
H 1.712 4.746 3.433 0.266
H 2.805 3.651 3.972 0.287
H -2.782 -4.877 -0.502 0.391
H -4.031 -3.555 -0.283 0.438
H -3.462 -2.524 -2.549 0.018
H -3.628 -4.371 -2.704 0.486
H -0.853 -4.169 -2.067 -0.405
H -1.605 -4.469 -3.764 0.323
H -4.530 0.231 -3.319 0.399
H -1.020 4.150 -4.902 0.374
H -3.619 7.014 -3.370 0.354
H -1.577 4.001 -0.849 0.549
C 2.153 4.136 -1.930 -0.348
C 3.059 4.738 -0.880 -0.679
C 2.325 4.394 0.400 -0.397
O 1.628 3.163 0.160 -0.265
C 1.664 2.879 -1.238 -0.389
H 2.652 3.932 -2.879 0.376
H 1.310 4.809 -2.124 0.077
H 4.034 4.239 -0.899 0.295
H 3.224 5.810 -1.002 0.385
H 1.580 5.158 0.647 0.261
H 2.998 4.275 1.253 0.188
H 2.358 2.046 -1.400 0.311
H 0.669 2.569 -1.565 0.133
```

The calculation puts the total energy at -88408.5584 eV. Its net charge is 0. The highest occupied orbital energy comes out at -8.8 eV. The HOMO-LUMO gap comes out at 6.81 eV. As for the structure (SMILES): CCOCc1c(CCCCCN)c(CCCCN)c2c(c1CCCF)C(=O)c1cc(S(=O)(=O)C(F)(F)F)c(P(=O)(O)O)cc1C2=O.C1CCOC1.

# 3
ORCA calculation (wB97M-V/def2-TZVPD) on a structure of composition C34H47F5N4O5SeV.

```
97
Properties=species:S:1:pos:R:3:lowdin_spin:R:1
V -1.250 0.597 1.910 0.966
C 1.559 -4.086 -2.162 0.000
C 0.653 -2.864 -2.313 0.000
C 1.203 -1.858 -3.360 0.000
C 2.269 -0.797 -3.011 0.000
C 3.532 -1.407 -2.403 0.000
C 2.631 -0.114 -4.336 0.000
N 1.687 0.168 -2.050 0.000
C 2.467 1.373 -1.684 0.000
C 1.696 2.629 -2.038 0.000
N 0.406 2.729 -1.332 0.000
C 0.505 3.518 -0.085 0.000
C 0.889 2.679 1.122 0.005
O 1.975 2.731 1.631 0.010
O -0.111 1.892 1.551 0.003
C -0.710 3.137 -2.217 0.000
C -0.737 4.634 -2.528 0.000
C -2.053 2.674 -1.651 0.000
C -2.515 1.245 -1.996 0.000
C -3.994 1.140 -1.612 0.000
C -2.391 0.986 -3.505 0.000
N -1.726 0.254 -1.177 0.003
C -1.873 -1.135 -1.665 0.000
C -1.166 -2.147 -0.799 0.000
N 0.271 -2.227 -1.039 0.000
C 0.926 -2.621 0.195 0.000
C 0.911 -1.382 1.087 0.000
O 0.648 -1.378 2.275 0.002
O 1.160 -0.245 0.473 0.003
H 1.649 -4.578 -3.133 0.000
H 1.130 -4.807 -1.461 0.000
H 2.567 -3.836 -1.826 0.000
H -0.269 -3.248 -2.759 0.000
H 0.347 -1.306 -3.773 0.000
H 1.609 -2.455 -4.186 0.000
H 3.855 -2.270 -2.990 0.000
H 3.362 -1.722 -1.368 0.000
H 4.351 -0.682 -2.400 0.000
H 3.181 -0.805 -4.984 0.000
H 3.264 0.763 -4.172 0.000
H 1.728 0.208 -4.867 0.000
H 0.786 0.476 -2.409 0.000
H 1.289 -0.310 -0.552 0.000
H 3.431 1.392 -2.193 0.000
H 2.665 1.367 -0.611 0.000
H 1.505 2.613 -3.114 0.000
H 2.331 3.498 -1.831 0.000
H -0.466 3.950 0.151 0.000
H 1.232 4.324 -0.181 0.000
H -0.533 2.625 -3.163 0.000
H -1.078 5.219 -1.669 0.000
H -1.420 4.826 -3.359 0.000
H 0.257 4.994 -2.816 0.000
H -2.828 3.363 -1.997 0.000
H -2.026 2.747 -0.565 0.000
H -4.125 1.340 -0.556 0.000
H -4.581 1.873 -2.175 0.000
H -4.399 0.147 -1.833 0.000
H -2.761 1.855 -4.061 0.000
H -2.982 0.118 -3.810 0.000
H -1.352 0.805 -3.808 0.000
H -0.752 0.541 -1.146 0.000
H -1.531 -1.249 -2.696 0.000
H -2.931 -1.386 -1.652 0.000
H -1.640 -3.129 -0.918 0.000
H -1.321 -1.840 0.230 0.000
H 1.967 -2.894 0.025 0.000
H 0.437 -3.444 0.721 0.000
F -1.647 4.397 7.392 0.000
C -2.011 3.867 6.232 0.001
C -1.278 2.845 5.676 0.000
F -0.205 2.374 6.307 0.000
C -1.675 2.315 4.469 0.001
F -0.975 1.265 3.956 0.008
C -2.761 2.769 3.777 0.003
Se -3.221 2.023 2.104 0.001
C -3.501 3.782 4.367 0.000
F -4.590 4.257 3.764 0.000
C -3.141 4.325 5.583 0.000
F -3.872 5.287 6.137 0.000
C -4.376 -1.657 1.776 0.002
C -3.088 -1.792 2.526 0.010
O -2.141 -0.844 2.278 -0.023
C -2.843 -2.836 3.458 -0.001
C -1.564 -3.034 4.023 0.002
C -1.334 -4.072 4.908 -0.001
C -2.362 -4.942 5.273 0.002
C -3.631 -4.750 4.736 0.000
C -3.876 -3.718 3.843 0.002
H -4.208 -1.069 0.877 0.000
H -5.135 -1.130 2.368 0.001
H -4.776 -2.637 1.500 0.001
H -0.756 -2.371 3.746 0.000
H -0.341 -4.206 5.322 0.000
H -2.177 -5.758 5.961 0.000
H -4.441 -5.413 5.019 0.000
H -4.878 -3.585 3.453 0.000
```

The calculation puts the total energy at -156839.3478 eV. Its net charge is 0. The multiplicity is 2. The highest occupied orbital energy (spin up / spin down) comes out at -6.2 / -5.8 eV. As for the expectation value of S²: 0.784. The calculation puts the energy relative to the best compared isomer or geometry (same formula, charge and spin) at 153.6 kJ/mol. The HOMO-LUMO gap (spin up / spin down) comes out at 5.82 / 5.09 eV.

# 4
ORCA calculation (wB97M-V/def2-TZVPD) on a cluster of 15 separate species, C34H47FN14O2 in total.

```
98
Properties=species:S:1:pos:R:3:mulliken_charge:R:1
C 0.045 -0.922 0.914 1.062
C -1.008 -0.371 0.851 -1.643
C -2.313 0.165 0.415 0.657
C -2.512 -0.197 -1.070 -0.646
O -2.744 -1.647 -0.996 -0.421
C -3.006 -2.054 0.287 0.256
O -2.877 -3.147 0.701 -0.540
C -3.446 -0.728 0.962 0.143
F -3.611 -0.722 2.313 -0.356
H 0.942 -1.482 0.779 0.353
H -2.468 1.212 0.669 -0.224
H -3.305 0.283 -1.628 0.478
H -1.525 -0.144 -1.527 0.344
H -4.434 -0.542 0.519 0.399
C -2.682 5.021 1.034 0.225
C -1.737 3.910 1.165 0.468
N -0.996 3.038 1.269 -0.495
H -2.271 5.778 0.371 -0.129
H -3.624 4.660 0.620 0.251
H -2.868 5.463 2.007 -0.294
C -2.165 5.637 5.353 -0.589
C -1.824 6.501 4.222 0.482
N -1.556 7.180 3.335 -0.477
H -3.164 5.224 5.214 0.233
H -1.449 4.821 5.434 0.111
H -2.143 6.214 6.277 0.328
C 4.283 -1.739 1.755 -0.744
C 3.795 -1.469 0.394 0.392
N 3.421 -1.253 -0.668 -0.450
H 4.705 -0.833 2.183 0.322
H 3.465 -2.075 2.379 0.166
H 5.050 -2.509 1.726 0.337
C -3.535 8.474 -1.712 -0.884
C -2.596 7.357 -1.576 0.462
N -1.859 6.483 -1.470 -0.521
H -3.117 9.228 -2.376 0.301
H -4.476 8.117 -2.126 0.281
H -3.720 8.920 -0.737 0.303
C 0.659 5.621 -3.242 -0.238
C 1.254 6.067 -4.509 0.281
N 1.715 6.415 -5.501 -0.393
H 0.355 4.579 -3.322 0.108
H 1.386 5.718 -2.438 0.285
H -0.212 6.227 -3.008 -0.020
C 3.044 -4.687 5.106 -0.735
C 3.797 -3.479 4.740 0.361
N 4.386 -2.535 4.454 -0.447
H 2.587 -4.553 6.082 0.197
H 2.264 -4.871 4.368 0.316
H 3.709 -5.539 5.138 0.351
C 3.016 -4.419 -2.793 -0.552
C 3.956 -5.531 -2.598 0.372
N 4.691 -6.400 -2.445 -0.458
H 3.453 -3.675 -3.452 0.309
H 2.097 -4.786 -3.236 0.127
H 2.790 -3.954 -1.834 0.171
C -0.868 -3.767 -5.253 -0.660
C 0.499 -3.281 -5.019 0.438
N 1.569 -2.905 -4.837 -0.476
H -1.515 -2.934 -5.521 0.277
H -0.869 -4.490 -6.057 0.137
H -1.253 -4.239 -4.351 0.298
C -6.180 3.646 2.311 -0.739
C -5.352 4.561 3.104 0.401
N -4.710 5.274 3.734 -0.445
H -6.481 4.130 1.384 0.286
H -5.613 2.746 2.077 0.106
H -7.069 3.371 2.875 0.352
C 7.845 -4.834 -2.526 -0.515
C 8.639 -3.907 -1.710 0.271
N 9.259 -3.182 -1.071 -0.377
H 7.592 -4.366 -3.476 0.252
H 8.417 -5.740 -2.718 0.265
H 6.928 -5.097 -2.004 0.091
C 1.919 3.604 5.209 -0.779
C 1.185 3.789 6.467 0.363
N 0.617 3.928 7.451 -0.409
H 1.438 2.832 4.611 0.256
H 1.928 4.536 4.647 0.261
H 2.944 3.306 5.422 0.333
C 1.059 -7.319 8.080 -0.851
C 2.111 -7.252 7.058 0.433
N 2.932 -7.200 6.259 -0.442
H 1.051 -8.307 8.535 0.307
H 1.245 -6.572 8.850 0.275
H 0.089 -7.128 7.624 0.276
C -2.315 -5.955 -9.356 -0.762
C -2.387 -5.894 -7.892 0.403
N -2.444 -5.846 -6.747 -0.429
H -1.353 -5.573 -9.694 0.277
H -2.425 -6.985 -9.688 0.268
H -3.110 -5.353 -9.790 0.264
C -0.904 1.665 -4.882 -0.927
C -1.655 1.842 -3.634 0.434
N -2.235 1.980 -2.652 -0.436
H -1.386 0.908 -5.498 0.336
H -0.874 2.605 -5.431 0.322
H 0.113 1.349 -4.659 0.288
```

The calculation puts the total energy at -63686.9275 eV. Its net charge is 0. The highest occupied orbital energy comes out at -9.9 eV. The HOMO-LUMO gap comes out at 10.02 eV.

Looking at molecular weight for the records above, in order, we have 1291.41 766.79 816.67 702.84 g/mol.